Record 1
C27H46BIMoN5P2 as an isolated structure. Source: the OMol25 dataset; level of theory: wB97M-V/def2-TZVPD.

The total charge is +1. The calculation puts the molar mass at 736.30 g mol⁻¹. Its energy above the lowest of the compared OMol25 structures with the same formula, charge and spin is 0.0 kJ/mol. For the electronic energy, the calculation gives -65401.9732 eV. As for the multiplicity: 3.

The geometry in XYZ format:
```
83
Properties=species:S:1:pos:R:3:forces:R:3
I 0.862 1.018 -3.420 0.06 -0.32 0.20
Mo 0.466 -0.403 -0.668 0.88 0.12 -2.01
P -1.533 -2.006 -1.116 -0.72 -0.50 0.33
P 2.566 -0.099 0.724 0.31 -0.40 0.75
N -0.265 1.274 -0.120 -0.40 0.88 0.42
N 0.837 -1.180 2.373 0.02 0.17 -0.02
N -0.807 -2.444 1.436 -0.14 0.03 -0.13
N -2.302 5.484 0.591 0.06 -0.14 -0.03
N -0.784 3.554 0.460 0.58 -0.16 0.19
C -1.437 -3.365 -2.420 0.26 0.26 0.02
C -0.576 -4.323 4.643 0.00 -0.01 0.02
C -1.621 4.556 0.510 -0.36 0.16 -0.08
C -2.946 0.067 -2.251 -0.01 -0.03 0.02
C -1.500 -2.726 -3.811 0.00 0.00 0.02
C -3.368 -0.393 0.166 0.07 -0.07 0.00
C 2.688 2.611 0.887 -0.01 -0.02 0.03
C -1.697 -3.016 0.455 0.07 0.01 -0.02
C 4.696 -1.588 -0.405 -0.04 0.10 0.02
C 0.958 -2.447 4.558 -0.01 0.07 -0.01
C -0.542 -2.948 2.705 0.14 0.09 0.21
C -0.576 2.400 0.146 -0.32 0.06 -0.18
C 4.359 1.592 -0.618 0.01 0.00 -0.03
C 3.656 1.427 0.735 -0.27 -0.06 -0.29
C 3.562 -1.723 0.616 -0.10 -0.01 -0.15
C -4.374 -1.881 -1.561 0.03 -0.01 0.00
C -0.063 -4.027 -2.225 0.00 0.02 0.01
C 0.474 -2.156 3.292 -0.15 -0.19 0.00
C 4.664 1.419 1.882 -0.03 -0.07 -0.03
C 2.607 -2.832 0.126 -0.01 0.18 0.10
C 1.892 -0.198 2.464 -0.02 0.13 -0.13
C -1.075 -4.034 3.382 -0.06 0.00 -0.04
C -2.507 -4.451 -2.290 -0.04 0.05 0.02
C -3.148 -1.042 -1.209 0.22 0.12 -0.04
C 1.597 -0.809 -2.507 -0.11 0.28 0.04
C 4.162 -2.167 1.952 -0.05 0.04 0.01
C 0.425 -3.543 5.221 0.00 -0.02 0.03
B 0.062 -1.349 1.190 0.23 -0.79 0.55
H 1.500 0.779 2.755 0.03 -0.02 0.06
H -2.273 -5.239 -3.009 0.02 -0.02 0.01
H 0.790 -3.797 6.206 0.00 0.02 0.00
H 0.081 -4.393 -1.206 0.03 -0.02 -0.01
H -2.519 -4.908 -1.300 -0.02 -0.04 -0.02
H -4.475 -2.752 -0.912 -0.04 -0.01 -0.02
H 4.343 -1.224 -1.370 0.07 0.01 -0.01
H 3.665 1.439 -1.449 0.02 0.02 -0.01
H -4.119 0.392 0.066 -0.01 0.00 -0.01
H 4.175 1.328 2.853 0.04 0.01 0.02
H 0.756 -3.350 -2.465 -0.03 -0.03 0.04
H -1.192 -3.457 -4.562 -0.01 -0.02 0.01
H -2.172 0.763 -1.925 0.00 0.03 -0.06
H -5.264 -1.263 -1.421 0.00 0.02 0.00
H 4.791 -1.400 2.404 0.00 -0.02 0.01
H -2.513 -2.408 -4.058 0.02 0.02 -0.01
H 3.190 -3.688 -0.222 0.01 0.01 -0.04
H 3.268 3.534 0.946 0.02 -0.01 0.01
H -3.874 0.630 -2.373 -0.02 -0.02 0.04
H -4.364 -2.207 -2.600 -0.01 -0.01 0.01
H 5.204 0.919 -0.739 -0.03 0.06 -0.02
H 3.396 -2.467 2.666 -0.01 0.02 0.02
H -1.858 -4.641 2.945 0.01 0.01 -0.01
H 4.740 2.612 -0.697 -0.02 0.01 0.03
H 5.206 2.366 1.873 0.02 0.00 0.01
H -2.665 -0.326 -3.228 -0.01 0.04 0.00
H -3.506 -4.094 -2.519 0.02 0.00 0.02
H -0.838 -1.860 -3.893 -0.01 -0.01 -0.03
H -3.739 -1.110 0.900 0.01 0.01 0.01
H 5.481 -0.926 -0.045 0.01 -0.03 -0.02
H -2.456 0.060 0.557 -0.05 0.04 0.02
H 1.993 -2.492 -0.722 0.08 -0.14 -0.01
H 2.031 2.688 0.021 0.01 0.02 0.01
H 0.016 -4.887 -2.893 -0.02 0.00 -0.02
H -1.421 -4.056 0.266 -0.04 0.01 -0.08
H 1.332 -1.592 -3.214 -0.13 -0.03 0.10
H 2.654 -0.485 3.185 0.05 -0.02 -0.03
H 2.078 2.549 1.789 -0.01 0.05 -0.02
H -2.737 -3.009 0.792 0.00 -0.02 0.00
H 5.147 -2.569 -0.565 -0.03 -0.02 0.02
H 1.722 -1.836 5.023 0.00 -0.01 -0.01
H -0.971 -5.167 5.192 0.00 0.00 -0.01
H 5.395 0.617 1.778 0.01 0.02 0.02
H 1.950 -3.181 0.921 -0.08 0.02 0.01
H 2.679 -0.708 -2.532 0.00 0.04 0.16
H 4.790 -3.043 1.773 0.00 0.00 -0.01
```
Forces are in eV/Å.

Record 2
A 19-piece molecular cluster, C27H46BrCl36N2OS overall. Source: the OMol25 dataset; level of theory: wB97M-V/def2-TZVPD.

The total charge is +1. The calculation puts the molar mass at 1802.96 g mol⁻¹. For the electronic energy, the calculation gives -565445.0536 eV. As for the multiplicity: 1.

The geometry in XYZ format:
```
114
Properties=species:S:1:pos:R:3:forces:R:3
Br -0.869 -2.284 -2.563 0.79 -0.21 2.28
Cl -0.061 -3.149 -7.339 -0.03 0.04 0.03
Cl -4.764 2.599 0.473 -0.11 0.01 0.03
Cl 2.211 5.367 0.461 0.02 0.24 -0.04
Cl 2.325 -7.249 -11.681 -0.01 -0.07 0.06
Cl 0.304 4.164 -2.656 0.02 0.07 -0.25
Cl -10.835 3.040 5.603 0.13 0.04 -0.02
Cl -1.859 -0.364 4.696 0.37 -0.09 0.24
Cl 4.675 -5.064 -9.130 -0.11 -0.06 -0.11
Cl -7.417 2.888 8.658 0.02 0.01 0.12
Cl -1.378 4.747 -0.355 -0.09 0.03 0.10
Cl 4.701 6.346 1.623 0.14 -0.02 -0.06
Cl 8.643 -2.496 4.468 -0.10 0.06 0.04
Cl 1.330 -0.305 -4.259 -0.01 -0.16 0.01
Cl -2.607 2.078 8.662 0.12 -0.17 0.06
Cl -8.086 1.935 2.177 -0.57 -0.02 0.10
Cl -3.631 0.830 2.498 -0.48 0.33 0.32
Cl 7.368 -4.026 -8.700 0.08 0.02 -0.04
Cl 7.519 -5.099 3.788 -0.15 -0.04 -0.01
Cl 4.206 -4.823 -4.246 0.14 -0.14 0.20
Cl -9.295 3.712 0.206 -0.01 -0.11 -0.04
Cl 1.049 -4.897 -5.284 -0.13 0.07 0.12
Cl -5.747 3.204 6.288 0.07 0.00 -0.03
Cl 0.999 8.661 5.359 -0.05 -0.10 0.01
Cl -3.425 -2.747 4.083 0.05 -0.03 0.02
Cl -3.111 -0.953 -6.222 0.00 -0.15 0.08
Cl 1.681 -6.203 -1.720 0.04 -1.18 -0.44
Cl 3.983 -6.235 0.072 -0.03 0.09 0.12
Cl -12.506 2.724 7.973 0.03 0.04 0.09
Cl 2.707 2.152 -4.990 0.06 0.03 -0.04
Cl 4.704 -2.840 -6.326 0.02 0.03 0.03
Cl -2.133 4.092 6.601 0.03 -0.01 0.03
Cl 3.022 5.538 4.614 -0.04 0.01 0.05
Cl 5.229 -7.128 -11.914 0.09 -0.17 -0.11
Cl -2.724 1.337 -7.985 0.02 -0.07 -0.07
Cl 2.376 11.136 4.661 0.05 -0.05 -0.06
Cl 0.847 3.596 4.685 -0.03 -0.14 -0.03
S -0.933 1.073 0.660 0.30 -0.29 -0.06
O 2.164 -3.273 3.039 2.06 2.40 -3.08
N 1.738 -3.705 0.661 -2.83 2.31 -0.20
N 4.585 -2.778 2.166 -5.92 0.36 2.98
C -0.529 -1.691 0.479 1.24 -1.55 0.25
C 1.093 -3.526 -0.614 -1.64 2.96 1.46
C 2.542 -7.107 -0.467 -0.03 -0.38 0.18
C -5.880 3.491 8.027 0.17 0.17 0.16
C -1.709 -0.607 0.387 1.35 -1.21 -1.00
C 7.174 -3.475 4.396 -0.20 0.18 0.06
C 1.752 2.035 0.559 -1.06 0.32 0.27
C -2.811 -0.425 -7.882 0.09 -0.06 -0.34
C -1.196 4.916 -2.102 -0.20 0.16 -0.15
C 3.480 -2.801 2.677 2.58 -2.11 -1.91
C -8.982 2.033 0.655 -0.18 -0.09 -0.33
C -0.267 -3.797 -5.709 -0.32 0.02 0.03
C 1.645 4.926 5.536 -0.01 0.23 0.31
C -1.614 2.542 7.274 0.24 -0.02 -0.23
C -2.517 -1.880 5.326 -0.03 -0.23 0.31
C 1.350 -2.962 1.869 -2.33 1.53 -1.92
C -0.061 -2.499 -0.775 2.01 -0.84 3.51
C -10.969 3.328 7.341 0.16 0.08 0.18
C 0.202 -1.912 1.874 2.14 -2.97 -3.37
C 5.218 -4.379 -5.626 0.28 -0.07 -0.18
C 3.966 5.163 0.536 0.09 -0.12 -0.10
C 0.609 1.296 -0.360 2.10 0.47 -1.06
C 2.284 9.393 4.389 0.26 -0.07 -0.23
C 3.854 -8.029 -11.263 -0.07 -0.21 0.19
C -4.954 1.936 2.100 -0.17 0.06 -0.01
C 2.618 0.407 -5.239 0.29 -0.04 -0.24
C 6.127 -4.411 -9.899 0.09 0.08 -0.27
H -2.039 4.433 -2.595 0.19 -0.03 0.13
H 6.458 -2.992 3.731 0.28 -0.13 0.04
H 2.416 0.208 -6.291 -0.10 0.07 0.20
H -0.576 2.626 7.596 -0.22 0.06 0.03
H 2.519 -4.394 0.711 -0.48 0.57 0.01
H 0.929 5.734 5.681 0.10 -0.13 -0.17
H 5.862 -3.503 -10.439 -0.01 -0.11 0.22
H 3.943 -8.075 -10.179 0.00 0.16 -0.19
H 1.877 -7.252 0.384 0.09 0.10 -0.15
H 1.494 -4.138 -1.502 -0.69 1.52 1.89
H -1.694 -2.509 5.666 -0.11 0.12 -0.15
H 0.461 1.981 -1.291 -0.28 -1.41 1.77
H 5.143 -5.156 -6.385 -0.11 0.19 0.11
H 4.191 4.160 0.899 -0.10 0.19 0.06
H 6.251 -4.288 -5.293 -0.22 0.08 0.02
H -9.933 1.514 0.771 0.15 0.16 0.11
H -1.866 -0.847 -8.222 -0.11 0.10 0.19
H -2.504 -0.753 1.192 1.41 0.14 -1.06
H -10.906 4.399 7.529 -0.10 -0.18 -0.11
H 2.254 2.917 -0.001 -0.92 -1.87 0.77
H -2.204 -0.657 -0.642 0.74 -0.09 1.47
H 1.086 0.328 -0.742 -1.03 1.10 0.53
H -5.065 2.978 8.534 -0.22 0.01 -0.17
H -0.276 -2.971 -5.000 0.20 -0.10 -0.30
H 4.380 5.295 -0.463 -0.11 0.10 0.18
H -4.958 2.756 2.818 0.15 -0.12 -0.14
H 6.752 -3.554 5.398 0.20 -0.06 -0.12
H 1.176 2.515 1.443 1.26 -0.72 -1.25
H -1.178 5.975 -2.357 0.12 -0.18 0.11
H 3.236 8.940 4.664 -0.20 0.09 0.07
H -1.211 -4.337 -5.659 0.18 0.03 -0.11
H -1.702 1.776 6.505 -0.11 0.17 0.14
H 2.841 -8.074 -0.870 0.02 0.24 -0.03
H 6.522 -5.151 -10.592 -0.09 0.05 0.25
H -3.180 -1.658 6.161 0.05 0.06 -0.23
H -10.152 2.815 7.848 -0.21 0.01 -0.17
H 2.534 1.295 0.951 -1.22 1.07 -0.54
H -0.072 -1.337 2.822 0.42 -0.91 -1.58
H -8.396 1.559 -0.131 0.01 0.16 0.18
H -5.816 4.562 8.215 -0.12 -0.17 -0.12
H -3.623 -0.777 -8.517 0.05 0.11 0.21
H 3.570 -0.041 -4.956 -0.20 0.07 0.06
H 1.998 4.567 6.502 0.01 -0.03 -0.23
H -5.898 1.394 2.153 0.61 0.04 -0.11
H 3.864 -9.036 -11.678 0.01 0.24 -0.06
H 2.080 9.209 3.335 -0.08 0.07 0.21
```
Forces are in eV/Å.